No. 1
C26H59EuNOP3 | ωB97M-V with the def2-TZVPD basis set

XYZ file:
```
91
Properties=species:S:1:pos:R:3:forces:R:3:lowdin_spin:R:1
Eu 0.7382 -0.5004 1.0046 -1.637 0.479 -0.531 5.1908
P -0.0388 -2.1968 -1.3686 0.279 -0.557 0.538 0.0026
P -0.0425 2.4210 0.6706 0.781 -1.626 0.854 0.2684
N 1.3570 0.4512 -1.3056 0.009 0.136 -0.508 0.0316
C 1.4970 -1.8706 -2.3514 -0.250 -0.762 -0.322 0.0014
H 2.2297 -2.6546 -2.0872 -0.210 0.306 -0.316 0.0002
H 1.2091 -2.0133 -3.4061 0.375 -0.009 0.370 0.0000
C 2.1170 -0.4857 -2.1634 0.186 0.379 0.157 0.0046
H 3.0780 -0.6011 -1.6514 0.106 0.079 -0.239 0.0009
H 2.3147 -0.0452 -3.1490 0.030 0.020 0.128 0.0003
C 1.8900 1.8299 -1.3825 0.138 -0.586 -0.216 0.0038
H 1.5162 2.3669 -2.2752 0.018 -0.185 0.397 0.0002
H 2.9598 1.7106 -1.5115 0.304 0.201 -0.207 0.0010
C 1.6603 2.5832 -0.0922 -0.124 0.574 0.423 0.0522
H 1.7733 3.6565 -0.2762 0.202 0.000 -0.034 0.0078
H 2.4290 2.3347 0.6642 -0.350 -0.106 -0.255 0.0041
C 0.3391 3.1766 2.3305 0.362 0.910 0.198 0.0994
C 0.8918 2.1339 3.3168 0.049 0.228 0.021 0.0270
H 1.8989 1.7837 3.0270 -0.417 0.042 0.033 0.0027
H 0.1995 1.2752 3.4329 0.304 0.343 -0.111 0.0092
H 1.0026 2.5976 4.3129 -0.007 -0.192 -0.335 0.0009
C -0.8807 3.7235 -0.2653 -0.356 0.130 0.103 0.0009
C -2.3786 3.6459 0.0158 -0.657 0.420 -0.438 0.0307
H -2.9012 4.1017 -0.8321 -0.133 -0.005 0.180 0.0012
H -2.6560 4.2130 0.9136 0.135 -0.192 -0.211 0.0011
H -2.7322 2.6131 0.1121 0.069 0.322 -0.010 0.0153
C -1.2630 -2.6487 -2.6627 -0.157 0.350 -0.103 0.0009
C -2.5514 -3.1996 -2.0451 -0.274 0.043 -0.016 0.0001
H -3.3378 -3.1784 -2.8099 0.107 -0.064 0.177 0.0000
H -2.8951 -2.5971 -1.1987 0.073 -0.026 -0.068 -0.0001
H -2.4511 -4.2387 -1.7062 0.084 0.238 -0.151 0.0000
C 0.3230 -3.7717 -0.4016 0.196 0.375 -0.677 0.0015
C -0.7854 -4.0283 0.6268 0.012 -0.099 0.214 0.0029
H -0.3450 -4.5000 1.5173 -0.222 -0.012 -0.175 0.0001
H -1.5501 -4.6995 0.2143 0.212 0.158 0.186 0.0002
H -1.2980 -3.1117 0.9516 0.138 -0.127 -0.103 0.0017
C -1.3690 0.8154 -0.0759 -0.605 -0.391 -2.163 0.7293
C -0.3297 5.1550 -0.0597 0.117 0.227 -0.422 -0.0015
H 0.5286 5.2463 0.6205 -0.291 -0.112 -0.168 0.0007
H -0.0118 5.5558 -1.0278 0.042 0.026 0.176 0.0000
H -1.1173 5.8296 0.2965 0.165 -0.232 0.030 0.0002
C -0.7573 -3.5185 -3.8256 0.028 -0.122 -0.249 0.0000
H -1.5731 -4.1616 -4.1867 0.220 0.178 0.064 0.0000
H -0.4533 -2.8837 -4.6634 0.024 -0.200 0.046 0.0000
H 0.0858 -4.1714 -3.5697 -0.277 0.239 -0.097 0.0000
C 0.6147 -5.0099 -1.2426 0.107 -0.495 0.306 0.0000
H 0.8976 -5.8294 -0.5662 -0.034 0.051 -0.181 0.0000
H -0.2654 -5.3463 -1.8018 0.156 0.107 0.133 0.0001
H 1.4449 -4.8731 -1.9453 -0.155 0.042 0.113 0.0000
C -0.8428 3.9308 2.9485 -0.097 0.100 0.352 0.0077
H -1.7770 3.3516 2.9310 0.243 0.061 -0.012 0.0026
H -0.6114 4.1479 3.9996 -0.106 -0.059 -0.155 0.0022
H -1.0279 4.9026 2.4780 0.024 -0.326 -0.058 0.0001
H 1.1373 3.9081 2.0955 -0.180 -0.186 0.452 0.0108
H 1.2537 -3.5247 0.1437 -0.257 0.073 -0.088 0.0010
H -0.6875 3.4299 -1.3101 -0.214 0.002 0.195 -0.0001
H -1.4934 -1.6491 -3.0745 -0.138 -0.297 0.082 0.0013
O -1.7196 -0.2738 0.4800 0.852 -0.060 1.802 0.3667
H 0.3561 0.4997 -1.5434 0.452 -0.295 -0.069 0.0153
H -1.6078 0.7847 -1.1940 0.229 0.905 0.460 0.0838
C 3.3828 -4.4698 2.2502 -0.102 -0.252 -0.092 0.0000
C 2.4614 -3.9685 3.3702 0.072 0.090 0.394 -0.0002
C 3.1293 -4.0633 4.7423 0.259 -0.545 0.264 -0.0004
P 1.7368 -2.3020 3.0634 -0.396 -0.404 -1.140 -0.0008
C 0.5264 -2.0531 4.4814 0.660 0.243 -0.099 0.0011
C 1.0591 -1.1413 5.5857 -0.346 -0.059 0.668 -0.0001
C -0.8576 -1.5831 3.9812 0.087 -0.195 0.105 0.0050
C 3.1195 -1.0202 2.8806 -0.156 -0.039 0.821 0.0000
C 4.0116 -0.8060 4.1088 0.461 0.651 0.011 0.0000
C 3.9903 -1.2727 1.6253 -0.042 0.163 -0.169 0.0026
H 4.3834 -4.0161 2.2868 -0.345 -0.143 0.042 0.0000
H 2.9531 -4.3054 1.2525 0.123 0.065 0.224 0.0000
H 3.4989 -5.5581 2.3565 0.110 0.288 0.025 0.0000
H 1.5654 -4.6219 3.3966 0.290 0.312 -0.116 0.0000
H 4.0128 -3.4215 4.8410 -0.295 -0.281 -0.111 0.0000
H 2.4423 -3.8229 5.5595 0.074 0.026 -0.125 0.0000
H 3.4605 -5.0984 4.9058 -0.023 0.199 0.030 -0.0001
H 0.4327 -3.0792 4.8854 -0.052 0.389 -0.159 0.0002
H 1.1385 -0.0850 5.2741 0.059 -0.444 0.009 0.0000
H 0.3493 -1.1746 6.4249 0.118 0.162 -0.138 0.0000
H 2.0198 -1.4871 5.9890 -0.260 0.148 -0.190 0.0000
H -1.5730 -1.7042 4.8052 0.087 0.174 -0.161 0.0003
H -0.8757 -0.5162 3.6848 0.061 -0.470 0.094 0.0030
H -1.2379 -2.1901 3.1472 0.187 0.198 0.154 0.0008
H 2.5768 -0.0523 2.7449 0.250 -0.488 0.048 0.0006
H 4.5612 -1.7120 4.3974 -0.204 0.411 -0.179 0.0000
H 4.7550 -0.0252 3.8734 -0.100 -0.279 0.070 0.0001
H 3.4491 -0.4283 4.9695 0.169 -0.250 -0.244 0.0000
H 3.4348 -1.6719 0.7539 0.114 -0.036 0.347 0.0011
H 4.4408 -0.3212 1.2879 -0.093 -0.349 0.253 0.0006
H 4.8161 -1.9698 1.8488 -0.446 0.294 -0.141 0.0000
```
Forces are in eV/Å.

Its total charge is +1. The value obtained for the HOMO energy (alpha / beta) is -7.5 / -8.5 eV. Its relative energy (zero: lowest compared OMol25 entry of this formula, charge and spin) is 68.11 kcal/mol. The spin multiplicity is 8. The value obtained for the electronic energy is -78640.952 eV.


No. 2
C2H6N2S | ωB97M-V with the def2-TZVPD basis set

XYZ file:
```
11
Properties=species:S:1:pos:R:3:forces:R:3:nbo_charge:R:1
N 0.0429 -1.8072 -0.2828 1.425 -2.980 0.449 -0.6705
N 0.4315 -0.8120 0.5584 -1.469 4.194 1.242 -0.2270
C 0.6416 0.5593 -0.0236 0.015 -0.581 -2.740 -0.3054
C -0.6635 0.2282 0.6772 0.243 -0.483 -0.199 -0.2592
S -1.1096 0.9073 2.2761 -0.326 1.741 -0.119 -0.0233
H 0.9280 -2.2821 -0.4208 -0.481 -0.632 -0.542 0.3596
H -0.4263 -1.6711 -1.1452 -0.400 1.158 -0.929 0.3391
H 0.7274 0.6354 -1.1738 -0.935 -0.544 1.635 0.1913
H 1.5079 1.1753 0.2690 -0.912 -0.326 1.149 0.2269
H -1.6785 -0.0434 0.2467 1.935 0.333 -0.602 0.2317
H -1.6842 2.1332 1.7608 0.906 -1.879 0.655 0.1368
```
Forces are in eV/Å.

The SMILES is NN1C[C@@H]1S. Its total charge is 0. The value obtained for the HOMO energy is -8.8 eV. Its relative energy (zero: lowest compared OMol25 entry of this formula, charge and spin) is 78.16 kcal/mol. The value obtained for the electronic energy is -15983.409 eV.